The following is a DFT calculation (ωB97M-V/def2-TZVPD) of a structure of composition C6H13LiO3 in a non-equilibrium geometry.

Geometry (Å):
C  -0.1889  -2.3227  -0.2562
C  1.0732  -1.8994  -0.1948
C  1.5354  -0.5194  -0.5633
C  2.2660  0.1914  0.5701
O  1.9983  1.5580  0.6440
Li  0.8842  2.0681  -0.8762
H  -1.0239  -1.6356  -0.4225
H  1.8361  -2.5548  0.2403
H  -0.4489  -3.3551  -0.0165
H  0.6511  0.0775  -0.8406
H  2.2413  -0.6050  -1.4076
H  3.3517  -0.0068  0.5532
H  1.8634  -0.1828  1.5356
O  -0.3055  2.1331  0.5133
C  -1.3160  1.2054  0.6615
C  -2.1124  0.8503  -0.5757
O  -2.9207  -0.2506  -0.2234
H  0.9336  1.7303  1.4297
H  -1.9820  1.5417  1.4834
H  -0.8147  0.2856  1.0335
H  -1.4338  0.5457  -1.3920
H  -2.7086  1.7210  -0.8933
H  -3.3789  -0.5756  -1.0025

Cartesian forces (eV/Å) of the 3 atoms listed first:
0.2 0.2 0.4
-0.3 -0.3 0.4
0.5 -0.1 -0.3

The spin multiplicity is 2. Its total charge is +1. For the HOMO energy (spin up / spin down), the calculation gives -13.29 / -13.26 eV. As for the LUMO energy (spin up / spin down): -3.9 / -7.6 eV. The energy relative to the best compared isomer or geometry (same formula, charge and spin) comes out at 255.7 kJ/mol. The frontier orbital gap (spin up / spin down) comes out at 9.4268 / 5.6373 eV.

Electronic structure analysis, Löwdin charges in units of e: 0.042, -0.169, -0.200, -0.291, -0.209, 0.777, 0.041, 0.121, 0.077, 0.061, 0.133, 0.149, 0.134, -0.121, -0.246, -0.248, -0.041, 0.297, 0.169, 0.155, 0.117, 0.140, 0.113